--- a ---
Here is a 8-piece molecular cluster, C32H88N8O8 overall from OMol25. Energies are from ωB97M-V with the def2-TZVPD basis set.

Orbital gap ... 9.45 eV
SMILES ... COC[C@H](C)N.COC[C@H](C)N.COC[C@H](C)N.COC[C@H](C)N.COC[C@H](C)N.COC[C@H](C)N.COC[C@H](C)N.COC[C@H](C)N
Charge ... 0

Last column: Mulliken charge in e.
Element x y z (Å)
O1 -1.844 -3.839 5.354  -0.385
O2 -2.291 -0.341 -2.891  -0.089
O3 -2.723 3.346 -0.176  -0.429
O4 3.895 3.389 1.064  -0.260
O5 1.934 5.971 -5.516  -0.308
O6 -0.721 0.032 2.370  -0.383
O7 3.055 -1.388 2.332  -0.191
O8 -2.311 -5.910 0.074  -0.357
N1 1.796 4.692 -2.871  -0.334
N2 -4.826 -1.691 5.109  -0.616
N3 6.043 3.908 -2.034  -0.789
N4 1.116 -4.943 -0.425  -0.190
N5 -0.202 -1.695 -0.007  0.109
N6 -2.096 5.580 -3.124  -0.478
N7 3.193 -5.059 2.534  -0.805
N8 -5.517 -0.730 -1.189  -0.788
C1 2.775 -3.697 2.944  1.685
C2 -4.437 -3.633 3.808  -1.312
C3 0.534 -0.480 0.349  3.081
C4 3.855 -0.447 1.650  -1.107
C5 -2.523 -2.654 5.214  -0.063
C6 -4.012 -2.920 5.107  0.365
C7 -0.107 -5.658 -0.652  0.530
C8 -2.355 3.821 -1.458  -0.635
C9 1.576 4.562 -5.319  -0.818
C10 -1.755 3.792 0.826  -0.624
C11 4.972 3.388 -1.139  1.929
C12 4.948 3.957 0.285  -1.012
C13 -3.471 6.059 -1.076  -1.410
C14 0.174 -7.123 -0.903  -1.626
C15 -3.978 -2.578 -1.537  -1.249
C16 5.149 1.919 -0.993  -1.125
C17 -3.371 -6.021 1.035  -0.654
C18 2.068 2.514 -3.800  -0.902
C19 -0.276 0.510 1.152  -0.377
C20 -2.243 5.344 -1.665  0.489
C21 -0.493 -3.711 5.742  -0.630
C22 2.657 4.091 0.880  -0.554
C23 3.371 -2.727 1.968  -1.012
C24 1.397 6.568 -6.714  -0.724
C25 -1.823 0.207 -4.064  -1.000
C26 -1.038 -5.442 0.509  -0.220
C27 -3.696 -0.339 -2.739  -0.831
C28 2.245 4.012 -4.073  0.197
C29 -4.069 -1.077 -1.441  1.105
C30 0.287 -0.314 3.334  -0.060
C31 1.146 0.072 -0.899  -1.484
C32 3.131 -3.531 4.408  -1.783
H1 -2.985 -5.795 2.029  0.267
H2 4.036 3.692 -1.588  -0.916
H3 -3.367 -0.664 -0.698  -0.094
H4 -2.965 -2.865 -1.808  0.277
H5 6.162 1.713 -0.641  0.482
H6 0.866 -1.165 2.980  -0.332
H7 2.876 -2.551 4.783  0.300
H8 0.354 0.320 -1.626  0.075
H9 1.664 -3.567 2.864  -0.279
H10 -0.727 3.798 0.390  0.212
H11 1.914 3.631 1.508  0.099
H12 4.901 -0.634 1.899  0.439
H13 6.922 3.919 -1.502  0.292
H14 0.881 -7.455 -0.140  0.325
H15 -0.765 -1.973 0.785  0.116
H16 0.784 4.553 -2.921  -0.030
H17 -1.058 -4.381 0.829  0.118
H18 -4.236 -2.990 2.919  0.303
H19 1.324 -0.811 1.037  -1.840
H20 3.000 -2.902 0.948  0.186
H21 -2.038 -0.407 -4.920  0.364
H22 -5.540 0.270 -1.070  0.299
H23 2.906 -5.736 3.213  0.287
H24 3.822 -0.451 0.545  0.343
H25 -4.849 -1.159 5.977  0.234
H26 -2.200 1.198 -4.312  0.380
H27 -0.800 -1.586 -0.813  0.061
H28 2.611 -4.315 4.964  0.391
H29 3.567 0.558 1.990  0.352
H30 0.283 1.448 1.347  -0.137
H31 5.075 1.432 -1.964  0.369
H32 -0.026 -4.696 5.821  0.320
H33 2.297 4.044 -0.173  0.167
H34 4.483 -2.787 1.978  0.395
H35 -2.294 -2.027 6.099  0.407
H36 -4.026 0.719 -2.637  0.195
H37 1.837 -0.646 -1.312  0.515
H38 -1.890 6.543 -3.364  0.248
H39 2.751 -5.224 1.633  0.300
H40 1.816 -5.188 -1.125  0.277
H41 1.985 5.692 -2.999  0.289
H42 -0.735 0.252 -4.091  0.257
H43 -4.157 -0.831 -3.646  0.305
H44 1.904 6.089 -7.581  0.295
H45 -0.256 -3.341 6.731  0.419
H46 -3.551 7.134 -1.388  0.362
H47 1.887 3.952 -6.187  0.388
H48 -2.932 5.249 -3.598  0.241
H49 0.571 -7.251 -1.935  0.379
H50 -0.163 -0.505 4.310  0.424
H51 -0.670 -6.042 1.354  0.319
H52 -3.999 -4.622 3.765  0.167
H53 1.029 -3.954 -0.401  -0.049
H54 5.882 3.692 0.809  0.343
H55 0.500 4.413 -5.268  0.335
H56 -4.708 -2.881 -2.284  0.428
H57 -0.664 -7.797 -0.822  0.344
H58 -4.267 -3.039 -0.605  0.147
H59 4.909 5.059 0.321  0.389
H60 -3.729 -7.063 0.962  0.266
H61 3.310 4.241 -4.162  0.428
H62 1.035 0.519 3.459  0.223
H63 -2.264 -2.132 4.269  -0.114
H64 0.288 6.512 -6.775  0.268
H65 2.492 2.216 -2.827  0.014
H66 -2.022 4.790 1.193  0.299
H67 2.432 1.945 -4.655  0.499
H68 -5.518 -3.802 3.919  0.437
H69 -4.405 5.563 -1.261  0.311
H70 1.725 7.610 -6.714  0.252
H71 -1.164 0.830 0.576  -0.053
H72 -1.728 3.073 1.661  0.236
H73 5.848 4.932 -2.188  0.311
H74 1.749 0.955 -0.662  0.061
H75 2.786 5.145 1.238  0.404
H76 0.986 2.375 -3.719  0.138
H77 -1.294 5.547 -1.149  0.309
H78 0.144 -3.150 5.042  0.034
H79 -4.200 -5.368 0.745  0.190
H80 -3.015 3.362 -2.220  0.456
H81 4.523 1.503 -0.209  -0.155
H82 -3.445 6.049 0.019  0.319
H83 4.187 -3.701 4.489  0.476
H84 -5.745 -1.195 -0.312  0.303
H85 -1.402 3.346 -1.693  0.149
H86 -5.784 -1.992 4.885  0.254
H87 -0.625 -5.380 -1.575  0.074
H88 -4.235 -3.653 5.912  0.183

--- b ---
Here is a 8-piece molecular cluster, C32H88N8O8 overall from OMol25. Energies are from ωB97M-V with the def2-TZVPD basis set.

Orbital gap ... 9.55 eV
SMILES ... COC[C@H](C)N.COC[C@H](C)N.COC[C@H](C)N.COC[C@H](C)N.COC[C@H](C)N.COC[C@H](C)N.COC[C@H](C)N.COC[C@H](C)N
Charge ... 0

Last column: Mulliken charge in e.
Element x y z (Å)
O1 2.078 -5.669 -0.742  -0.368
O2 -2.029 1.621 -3.839  -0.539
O3 -2.136 -0.951 0.054  0.147
O4 2.982 3.337 -0.696  -0.243
O5 4.375 -0.256 4.376  -0.391
O6 4.969 -0.674 -6.384  -0.327
O7 -4.691 0.884 4.514  -0.444
O8 -5.243 -2.331 -1.666  -0.396
N1 -2.770 3.789 -2.267  -0.872
N2 -2.643 2.649 5.233  -0.690
N3 1.298 -0.735 1.220  -0.429
N4 1.307 -3.723 2.296  -0.583
N5 5.249 1.679 6.083  -0.719
N6 -5.907 -3.596 0.752  -0.715
N7 5.214 5.843 -2.271  -0.755
N8 3.137 -1.417 -4.401  -0.505
C1 -0.968 -1.158 0.796  -1.154
C2 2.686 -0.866 -5.691  0.472
C3 -6.513 -2.088 -1.134  -0.584
C4 2.166 -4.323 1.203  1.109
C5 3.359 0.299 5.174  -0.704
C6 -3.178 -1.711 0.567  -0.519
C7 3.418 -5.008 1.757  -1.739
C8 3.985 5.225 -1.752  0.573
C9 2.916 5.157 -2.824  -1.174
C10 3.030 1.778 7.134  -1.516
C11 4.023 0.922 6.413  0.478
C12 3.748 0.049 -6.207  -0.869
C13 3.834 -0.794 3.185  -0.265
C14 6.040 0.182 -6.679  -0.708
C15 -5.809 1.408 5.195  -0.726
C16 0.260 -0.627 0.143  2.016
C17 3.139 2.029 -0.106  -0.356
C18 0.690 -1.383 -1.109  -1.609
C19 4.199 3.911 -1.045  -0.690
C20 -8.266 -3.163 0.358  -1.538
C21 1.357 -0.122 -5.540  -1.199
C22 -2.770 3.772 3.024  -1.178
C23 -1.784 2.680 -0.284  -1.188
C24 -4.777 -1.266 -2.474  -0.907
C25 -6.912 -3.286 -0.299  0.400
C26 -2.204 0.369 -4.499  -0.340
C27 -3.518 3.007 4.073  0.375
C28 -1.893 1.480 -2.458  0.544
C29 1.313 -6.426 -1.634  -0.756
C30 1.338 -5.274 0.404  -0.856
C31 -4.183 1.749 3.530  -0.363
C32 -1.696 2.850 -1.804  0.931
H1 3.893 0.896 -5.533  0.342
H2 -5.506 -0.952 -3.231  0.416
H3 6.964 -0.391 -6.674  0.258
H4 1.981 -6.903 -2.354  0.275
H5 -7.258 -2.031 -1.954  0.470
H6 6.151 0.984 -5.931  0.290
H7 0.657 -5.794 -2.260  0.243
H8 3.649 2.199 0.856  0.338
H9 -3.527 3.966 2.255  0.346
H10 4.649 -1.291 2.650  0.337
H11 -6.958 -4.141 -0.978  0.266
H12 2.589 -1.637 -6.476  0.154
H13 -4.006 -1.640 -0.142  -0.067
H14 0.845 -2.439 -0.879  0.043
H15 5.891 5.936 -1.512  0.283
H16 -9.017 -2.923 -0.401  0.391
H17 -0.106 -1.362 -1.876  0.130
H18 3.147 4.379 -3.567  0.199
H19 2.504 -3.506 0.553  -0.097
H20 5.043 2.580 5.667  0.251
H21 -1.955 3.200 2.598  0.163
H22 3.995 -5.440 0.934  0.415
H23 2.570 -2.195 -4.092  0.184
H24 -1.914 0.416 -5.541  0.325
H25 -3.474 1.195 2.906  0.041
H26 1.938 4.896 -2.427  0.212
H27 -6.586 1.692 4.486  0.311
H28 -3.281 0.181 -4.433  0.245
H29 5.906 0.670 -7.656  0.285
H30 -6.126 0.646 5.904  0.275
H31 3.142 -1.599 3.457  0.138
H32 -6.553 -1.122 -0.608  0.241
H33 2.872 6.113 -3.343  0.392
H34 2.835 1.061 4.586  0.304
H35 3.609 5.935 -1.001  0.242
H36 1.033 0.169 -6.541  0.464
H37 -2.801 1.037 -2.006  -0.504
H38 0.402 -4.819 0.036  0.366
H39 -2.736 3.349 5.963  0.270
H40 5.676 5.181 -2.905  0.268
H41 -2.692 2.108 -0.087  0.271
H42 -8.527 -4.119 0.804  0.376
H43 2.165 1.178 7.423  0.376
H44 4.820 3.269 -1.692  0.291
H45 1.548 -0.916 -1.595  0.615
H46 0.166 0.427 -0.130  -1.002
H47 4.291 0.066 7.041  0.246
H48 -4.334 3.614 4.495  0.264
H49 -0.845 -2.251 0.932  0.412
H50 -1.092 0.801 -2.140  -0.092
H51 -4.999 -3.545 0.277  0.337
H52 -1.641 -0.356 -3.907  -0.035
H53 -3.038 3.474 -3.201  0.327
H54 0.705 -7.188 -1.133  0.324
H55 2.715 -0.539 5.470  0.323
H56 -0.946 2.060 0.066  0.101
H57 3.676 1.326 -0.747  0.354
H58 -0.711 3.240 -2.099  0.104
H59 2.127 1.692 0.113  -0.177
H60 0.702 -4.454 2.667  0.283
H61 3.131 -5.772 2.482  0.349
H62 -4.974 2.059 2.823  0.405
H63 4.839 4.079 -0.155  0.265
H64 -2.931 -2.784 0.618  0.361
H65 -4.469 -0.400 -1.871  0.271
H66 -2.351 4.700 -2.430  0.289
H67 1.233 -1.714 1.523  -0.052
H68 -8.270 -2.420 1.156  0.342
H69 -3.522 -1.389 1.558  0.295
H70 -5.855 -2.775 1.363  0.311
H71 1.417 0.766 -4.909  0.329
H72 0.674 -0.832 -5.069  0.254
H73 -5.500 2.248 5.833  0.289
H74 -3.889 -1.629 -2.992  0.277
H75 1.939 -3.478 3.053  0.115
H76 3.447 0.430 -7.199  0.382
H77 2.673 2.633 6.552  0.374
H78 3.386 -0.032 2.554  0.099
H79 -0.990 -0.759 1.820  0.384
H80 3.486 2.213 8.026  0.384
H81 -2.435 4.704 3.471  0.386
H82 1.056 -6.176 0.978  0.501
H83 -1.712 3.599 0.286  0.447
H84 4.089 -4.286 2.226  0.436
H85 2.214 -0.471 0.893  0.361
H86 5.764 1.143 5.388  0.317
H87 4.117 -1.661 -4.400  0.213
H88 -3.011 1.799 5.660  0.283

--- c ---
Here is a 8-piece molecular cluster, C32H88N8O8 overall from OMol25. Energies are from ωB97M-V with the def2-TZVPD basis set.

Orbital gap ... 9.36 eV
SMILES ... COC[C@H](C)N.COC[C@H](C)N.COC[C@H](C)N.COC[C@H](C)N.COC[C@H](C)N.COC[C@H](C)N.COC[C@H](C)N.COC[C@H](C)N
Charge ... 0

Last column: Mulliken charge in e.
Element x y z (Å)
O1 -4.455 4.571 4.057  -0.309
O2 -3.207 2.439 -2.424  -0.223
O3 1.239 -1.392 0.886  -0.126
O4 -0.662 -0.912 -2.762  0.486
O5 7.882 3.769 -2.624  -0.315
O6 -1.198 -7.425 1.696  -0.315
O7 2.067 1.413 6.629  -0.294
O8 4.094 -0.160 -4.524  -0.266
N1 -3.904 1.815 -5.111  -0.644
N2 -3.020 -4.261 1.203  -0.542
N3 3.940 -3.630 -3.189  -0.879
N4 -1.620 -1.931 -0.235  -0.245
N5 -2.593 -2.948 -5.234  -0.728
N6 6.441 1.147 -2.534  -0.703
N7 -2.956 2.269 3.135  -0.333
N8 -1.608 1.632 6.442  -0.492
C1 -0.012 0.326 -2.642  -0.446
C2 -4.333 2.186 3.615  0.657
C3 3.611 -2.192 -3.341  1.274
C4 -0.155 0.297 5.079  -1.463
C5 -0.345 0.932 6.482  0.339
C6 -1.183 -1.023 0.840  1.353
C7 -0.592 -3.689 -3.967  -1.180
C8 7.613 3.009 -1.446  -0.945
C9 8.848 4.783 -2.442  -0.775
C10 -1.234 -1.202 -4.017  -0.346
C11 -3.584 3.183 -4.631  0.460
C12 -3.913 3.433 -3.178  -0.744
C13 -4.703 0.776 4.125  -1.489
C14 -4.164 4.216 -5.589  -1.540
C15 -1.653 -5.585 -0.499  -1.157
C16 4.659 -1.369 -4.072  -1.134
C17 3.741 -0.106 -5.894  -0.868
C18 5.739 1.800 -0.318  -0.896
C19 0.038 -1.615 1.565  -0.212
C20 6.288 2.305 -1.664  0.576
C21 3.065 2.360 6.832  -0.766
C22 -3.272 2.665 -1.033  -0.908
C23 -1.666 -6.113 1.973  -0.658
C24 -1.266 -8.233 2.849  -0.766
C25 -2.333 -0.920 1.847  -1.207
C26 -4.595 5.555 5.076  -0.780
C27 3.232 -1.560 -2.023  -1.214
C28 -2.500 -5.575 0.807  0.288
C29 -4.620 3.294 4.619  -0.916
C30 1.952 -0.282 1.364  -0.594
C31 0.771 1.940 6.777  -0.789
C32 -1.701 -2.639 -4.109  0.785
H1 -1.005 0.023 0.555  0.128
H2 -2.313 -5.164 -1.263  0.297
H3 -2.269 2.882 -0.652  0.258
H4 0.650 0.281 -1.779  -0.073
H5 8.358 5.709 -2.134  0.267
H6 4.033 -1.578 -1.288  0.355
H7 -4.956 3.320 -2.851  0.381
H8 0.145 -3.333 -3.243  0.103
H9 -3.537 1.145 -4.436  0.108
H10 -5.512 5.452 5.664  0.311
H11 -2.028 -1.317 -0.940  0.031
H12 4.418 -3.916 -4.042  0.284
H13 4.597 -0.195 -6.570  0.329
H14 3.153 -1.016 -6.089  0.310
H15 3.094 -4.187 -3.176  0.307
H16 -5.040 2.237 2.774  0.466
H17 -2.078 -0.267 2.686  -0.336
H18 -0.339 0.119 7.212  0.257
H19 -0.062 -3.802 -4.918  0.395
H20 -3.940 0.025 3.951  0.225
H21 -3.548 5.114 -5.515  0.366
H22 -0.595 -0.885 -4.857  0.420
H23 5.034 0.982 -0.452  -0.069
H24 -0.841 -5.399 2.061  0.027
H25 5.448 -1.112 -3.365  0.346
H26 -5.213 4.380 -5.316  0.315
H27 5.144 2.616 0.111  0.375
H28 -1.008 -4.646 -3.669  0.261
H29 -2.069 -0.488 -4.124  -0.495
H30 -1.921 2.027 5.566  0.085
H31 -3.784 -3.985 0.591  0.338
H32 6.518 1.577 0.410  0.374
H33 6.998 1.401 -3.345  0.261
H34 -1.608 2.360 7.150  0.256
H35 2.890 -0.548 -2.266  0.234
H36 0.606 2.393 7.767  0.411
H37 -2.562 -1.889 2.294  0.339
H38 0.671 2.790 6.081  0.331
H39 -0.205 1.137 4.386  0.301
H40 -1.060 -7.722 3.800  0.314
H41 3.134 0.774 -6.072  0.262
H42 -3.981 3.140 5.503  0.254
H43 -4.840 0.798 5.218  0.392
H44 3.137 2.759 7.853  0.297
H45 -0.915 -0.463 4.905  0.389
H46 -3.496 1.742 -0.485  0.182
H47 -4.216 3.977 -6.650  0.405
H48 -4.009 3.405 -0.723  0.496
H49 -2.838 1.603 2.386  -0.126
H50 2.031 -0.333 2.454  0.366
H51 4.049 1.893 6.715  0.256
H52 3.006 3.155 6.078  0.330
H53 -1.417 -6.614 -0.758  0.510
H54 -0.825 -2.267 -0.780  -0.008
H55 -3.383 -6.196 0.621  0.421
H56 -0.745 1.130 -2.501  -0.038
H57 -5.623 3.142 5.043  0.421
H58 2.931 -0.138 0.908  0.024
H59 -0.494 -9.004 2.883  0.278
H60 -0.769 -4.956 -0.398  0.162
H61 0.055 -1.211 2.584  -0.072
H62 -2.278 -8.642 2.926  0.289
H63 -2.370 -2.366 -6.043  0.291
H64 -2.741 3.213 2.842  0.251
H65 7.536 3.703 -0.604  0.431
H66 -2.489 3.201 -4.694  0.241
H67 9.340 4.944 -3.404  0.254
H68 -4.569 6.500 4.541  0.246
H69 8.421 2.289 -1.288  0.343
H70 -5.728 0.516 3.861  0.459
H71 5.567 3.027 -2.064  0.228
H72 -3.624 4.444 -2.867  0.462
H73 9.656 4.467 -1.776  0.335
H74 0.594 0.555 -3.525  0.368
H75 -2.322 -6.067 2.842  0.468
H76 -0.186 -2.681 1.673  -0.114
H77 -2.305 -3.591 0.871  -0.021
H78 2.741 -2.237 -4.017  -0.143
H79 5.112 -1.956 -4.880  0.600
H80 1.459 0.678 1.142  0.301
H81 -3.244 -0.533 1.384  0.457
H82 2.303 -1.994 -1.643  0.204
H83 -3.779 5.478 5.801  0.318
H84 0.815 -0.200 5.024  0.464
H85 -4.916 1.745 -4.958  0.308
H86 -2.306 -2.850 -3.219  0.022
H87 5.594 0.728 -2.884  0.243
H88 -3.512 -2.579 -4.992  0.289

--- d ---
Here is a 8-piece molecular cluster, C32H88N8O8 overall from OMol25. Energies are from ωB97M-V with the def2-TZVPD basis set.

Orbital gap ... 9.34 eV
SMILES ... COC[C@H](C)N.COC[C@H](C)N.COC[C@H](C)N.COC[C@H](C)N.COC[C@H](C)N.COC[C@H](C)N.COC[C@H](C)N.COC[C@H](C)N
Charge ... 0

Last column: Mulliken charge in e.
Element x y z (Å)
O1 0.749 -7.518 1.867  -0.307
O2 -2.457 -0.086 -4.859  -0.212
O3 3.963 3.285 1.366  -0.093
O4 -4.725 -4.111 0.801  -0.439
O5 -1.834 4.925 1.328  -0.362
O6 1.803 4.180 -2.958  -0.251
O7 1.462 -2.210 2.139  -0.427
O8 0.094 -2.682 -1.768  -0.480
N1 7.217 4.812 0.600  -0.735
N2 -0.591 0.193 4.021  -0.820
N3 -3.930 -1.197 -2.753  -0.017
N4 1.126 3.926 3.265  -0.389
N5 -6.681 -3.580 -2.289  -0.730
N6 3.575 5.935 -1.401  -0.459
N7 0.892 -0.181 -0.217  -0.107
N8 3.163 -8.797 4.267  -0.727
C1 2.994 2.604 0.606  -0.153
C2 1.957 7.723 -1.717  -1.670
C3 -3.391 -1.090 -5.135  -0.954
C4 -6.096 -4.280 -1.152  0.275
C5 2.731 -8.203 3.006  0.732
C6 0.912 5.821 1.633  -0.694
C7 -4.990 -3.513 -0.451  -0.045
C8 -2.768 5.663 2.090  -0.742
C9 1.287 -3.572 1.851  -0.651
C10 0.231 4.936 2.661  0.313
C11 -0.386 -0.426 -0.933  0.469
C12 2.173 6.210 -1.772  1.067
C13 -0.928 0.936 -1.316  -0.714
C14 6.002 4.532 1.411  0.552
C15 -1.049 -3.454 -1.564  -0.281
C16 5.120 3.596 0.625  -0.928
C17 -5.247 0.293 -4.212  -1.525
C18 0.869 3.532 -3.784  -0.877
C19 3.056 -9.132 1.853  -1.379
C20 -4.501 -1.018 -4.100  0.462
C21 1.753 5.591 -3.078  -1.021
C22 -1.359 -0.085 -5.751  -0.705
C23 -3.758 -3.412 1.535  -0.598
C24 0.563 -1.711 3.117  -0.947
C25 5.328 5.853 1.764  -1.237
C26 0.492 -0.208 3.082  2.003
C27 -0.164 -1.344 -2.134  -0.520
C28 -0.450 -6.788 1.937  -0.575
C29 -0.967 4.176 2.119  -0.148
C30 -5.636 -5.665 -1.537  -1.483
C31 1.238 -7.943 3.119  -0.658
C32 1.827 0.473 3.310  -1.269
H1 -5.309 -2.474 -0.264  0.355
H2 -0.050 5.567 3.510  0.310
H3 -7.113 -2.718 -1.967  0.330
H4 -3.163 -0.547 -2.606  -0.312
H5 -0.443 -6.070 2.757  0.361
H6 1.631 0.121 -0.835  0.285
H7 -5.135 -1.885 -4.310  0.270
H8 -0.978 -0.928 -0.163  0.152
H9 1.516 6.562 2.166  0.406
H10 -5.922 -3.263 -2.889  0.151
H11 0.714 -1.045 -2.709  0.324
H12 -1.833 0.875 -1.928  0.252
H13 4.088 -9.206 4.293  0.225
H14 -1.445 -3.860 -2.507  0.375
H15 -0.423 -0.262 4.917  0.318
H16 0.707 -8.856 3.415  0.308
H17 2.402 -10.009 1.875  0.345
H18 -4.619 -0.844 -2.092  0.279
H19 -1.659 0.364 -6.705  0.307
H20 1.823 4.439 3.801  0.259
H21 -0.402 1.174 4.222  0.271
H22 -2.729 -3.686 1.252  0.071
H23 7.767 5.462 1.153  0.282
H24 6.084 6.547 2.146  0.437
H25 7.780 3.967 0.564  0.266
H26 0.898 7.955 -1.856  0.373
H27 -1.240 1.462 -0.408  0.097
H28 -0.595 3.348 1.503  -0.329
H29 2.352 8.124 -0.791  0.374
H30 3.602 5.133 -0.783  -0.243
H31 -1.079 -1.281 -2.744  0.248
H32 2.928 -8.649 0.887  0.295
H33 2.492 8.163 -2.563  0.394
H34 1.623 5.322 0.974  -0.071
H35 -5.808 0.424 -5.142  0.419
H36 4.072 -9.531 1.901  0.402
H37 -2.881 -2.058 -5.177  0.414
H38 -0.540 0.437 -5.267  0.042
H39 1.121 -0.988 0.347  -0.134
H40 -4.112 -3.452 -1.111  -0.082
H41 2.736 3.107 -0.335  0.201
H42 -6.853 -4.398 -0.366  0.411
H43 2.058 -3.941 1.174  0.394
H44 2.108 2.581 1.228  -0.168
H45 -6.389 -6.173 -2.142  0.394
H46 -3.855 -3.705 2.581  0.362
H47 0.797 3.997 -4.775  0.424
H48 4.699 5.696 2.645  0.234
H49 -5.992 0.442 -3.424  0.396
H50 3.242 -7.242 2.857  0.137
H51 1.767 1.553 3.385  0.370
H52 -1.885 -2.903 -1.111  -0.010
H53 -3.372 5.004 2.721  0.309
H54 2.207 0.084 4.268  0.353
H55 -3.888 -0.929 -6.106  0.517
H56 -3.844 -2.327 1.417  0.378
H57 -0.130 3.506 -3.337  0.370
H58 -0.200 1.620 -1.747  -0.053
H59 -0.829 -4.298 -0.909  0.126
H60 0.134 0.081 2.091  -1.007
H61 6.298 4.059 2.355  0.219
H62 5.704 2.673 0.448  0.250
H63 4.135 5.631 -2.193  0.332
H64 4.754 6.303 0.958  0.231
H65 2.305 5.941 -3.961  0.341
H66 -5.470 -6.315 -0.680  0.357
H67 0.708 5.897 -3.245  0.476
H68 4.856 3.925 -0.380  0.700
H69 0.178 6.348 1.021  0.369
H70 -3.478 6.135 1.406  0.284
H71 -4.541 1.117 -4.098  0.299
H72 -1.045 -1.110 -5.993  0.363
H73 -1.464 3.700 2.975  0.521
H74 -0.429 -2.125 2.880  0.362
H75 3.186 -8.117 5.019  0.229
H76 1.718 3.518 2.548  -0.299
H77 3.242 1.557 0.396  0.269
H78 -1.310 -7.471 1.915  0.339
H79 1.226 2.514 -3.952  0.200
H80 -4.711 -5.592 -2.120  0.231
H81 1.092 -7.190 3.907  0.315
H82 -0.582 -6.260 0.987  -0.025
H83 2.538 0.104 2.569  0.240
H84 0.327 -3.715 1.338  0.079
H85 -2.288 6.480 2.636  0.292
H86 0.843 -2.090 4.112  0.428
H87 1.393 -4.212 2.737  0.389
H88 1.512 5.718 -1.058  -0.299

What is the most stable structure shown above? It is b.